A structure of composition C3H5NO2 in a non-equilibrium geometry, computed with ωB97M-V with the def2-TZVPD basis set.

```
11
Properties=species:S:1:pos:R:3:forces:R:3
C -1.004 -0.559 0.646 0.08 -0.31 -0.15
C -0.253 0.478 -0.013 -0.18 0.50 0.04
N -0.804 1.639 0.294 0.56 -0.44 -0.05
O 0.789 0.433 -0.897 -0.09 -0.46 0.30
C 1.517 -0.759 -0.982 0.59 0.16 -0.68
O 2.410 -0.876 -1.773 -1.22 0.22 1.06
H -0.741 -0.695 1.699 -0.06 0.19 -0.24
H -1.194 -1.507 0.131 0.12 0.26 0.12
H -1.640 0.852 0.874 0.37 0.16 -0.17
H -0.241 2.505 0.274 -0.31 -0.47 -0.02
H 1.161 -1.510 -0.254 0.13 0.18 -0.21
```
Positions in Å, forces in eV/Å.

Calculated values
calculated total energy: -322.434560 hartree
orbital gap: 9.580 eV
relative energy (zero: lowest compared OMol25 entry of this formula, charge and spin): 87.7 kcal per mole
E_HOMO: -0.32484 hartree
molar mass: 87.08 g/mol